1.
{"formula": "C34H40ClFLaN5O3", "method": "ωB97M-V/def2-TZVPD", "elements": ["La", "Cl", "C", "C", "C", "C", "O", "C", "C", "O", "C", "H", "H", "H", "H", "C", "C", "C", "C", "O", "H", "H", "H", "H", "H", "H", "H", "H", "H", "C", "C", "N", "C", "C", "C", "C", "N", "H", "H", "H", "H", "H", "H", "H", "H", "H", "H", "H", "H", "H", "H", "N", "C", "C", "C", "C", "C", "C", "C", "N", "C", "C", "N", "C", "H", "H", "H", "H", "H", "H", "H", "F", "C", "C", "C", "C", "C", "C", "C", "H", "H", "H", "H", "H", "H"], "coordinates": [[-0.030, 0.144, -0.184], [-7.552, 2.228, 0.473], [-5.851, 1.858, 0.574], [-5.077, 2.431, 1.602], [-3.743, 2.146, 1.709], [-3.090, 1.266, 0.801], [-1.843, 0.990, 0.936], [-3.888, 0.719, -0.246], [-3.363, -0.154, -1.269], [-2.209, -0.566, -1.395], [-5.264, 1.028, -0.331], [-5.554, 3.104, 2.304], [-3.136, 2.584, 2.494], [-4.105, -0.478, -2.017], [-5.854, 0.597, -1.134], [3.211, -2.290, -1.962], [3.016, -1.099, -1.023], [3.582, 0.156, -1.686], [3.755, -1.374, 0.286], [1.642, -0.909, -0.774], [4.272, -2.512, -2.113], [2.752, -2.083, -2.932], [2.724, -3.171, -1.534], [4.655, 0.056, -1.872], [3.420, 1.029, -1.044], [3.074, 0.337, -2.638], [4.838, -1.294, 0.157], [3.525, -2.381, 0.649], [3.444, -0.654, 1.048], [0.404, -2.295, 4.950], [0.285, -3.458, 3.967], [-0.956, -3.459, 3.200], [-1.988, -4.412, 3.604], [-2.774, -3.979, 4.835], [-1.144, -2.542, 2.211], [-2.502, -2.473, 1.569], [-0.224, -1.735, 1.785], [1.385, -2.303, 5.431], [-0.357, -2.367, 5.728], [0.272, -1.336, 4.448], [0.322, -4.400, 4.510], [1.136, -3.472, 3.281], [-1.493, -5.364, 3.801], [-2.658, -4.587, 2.770], [-2.139, -3.955, 5.723], [-3.591, -4.679, 5.027], [-3.199, -2.983, 4.695], [-3.304, -2.501, 2.305], [-2.641, -3.304, 0.873], [-2.575, -1.544, 1.013], [0.654, -1.875, 2.270], [8.774, 6.645, 0.727], [7.874, 5.956, 0.920], [6.742, 5.091, 1.163], [6.449, 4.674, 2.457], [5.371, 3.839, 2.690], [4.590, 3.409, 1.627], [4.877, 3.820, 0.333], [5.946, 4.665, 0.103], [3.490, 2.539, 1.860], [3.331, 1.649, 2.910], [2.156, 1.015, 2.679], [1.582, 1.494, 1.514], [2.403, 2.408, 1.059], [7.060, 5.015, 3.282], [5.129, 3.547, 3.702], [4.276, 3.475, -0.498], [6.174, 4.989, -0.904], [4.067, 1.523, 3.686], [1.684, 0.249, 3.273], [2.223, 3.028, 0.189], [1.527, 6.815, 0.123], [1.108, 5.638, -0.414], [1.893, 5.005, -1.352], [1.461, 3.795, -1.889], [0.237, 3.197, -1.522], [-0.183, 1.897, -2.040], [-0.536, 3.911, -0.581], [-0.108, 5.110, -0.026], [2.824, 5.465, -1.665], [2.077, 3.298, -2.633], [0.376, 1.618, -2.936], [-1.255, 1.883, -2.262], [-1.492, 3.499, -0.272], [-0.712, 5.642, 0.700]], "homo_energy_ha": -0.234, "orbital_gap_ha": 0.2294, "relative_energy_kcal_mol": 10.53, "charge": 0}

---

2.
{"formula": "C34H40InN6O6PS", "method": "ωB97M-V/def2-TZVPD", "elements": ["In", "O", "C", "C", "C", "C", "C", "C", "C", "N", "N", "C", "O", "C", "C", "C", "C", "C", "C", "H", "H", "H", "H", "H", "H", "H", "H", "H", "H", "N", "C", "S", "N", "N", "C", "C", "C", "C", "C", "C", "C", "C", "C", "C", "C", "C", "N", "H", "H", "H", "H", "H", "H", "H", "H", "H", "H", "H", "C", "C", "O", "C", "C", "H", "H", "H", "H", "H", "H", "H", "H", "H", "H", "C", "O", "P", "O", "C", "O", "C", "H", "H", "H", "H", "H", "H", "H", "H", "H"], "coordinates": [[0.453, -0.228, -0.478], [-1.002, 0.480, -1.824], [-0.723, 1.405, -2.695], [-1.122, 1.251, -4.038], [-0.847, 2.214, -4.978], [-0.172, 3.389, -4.635], [0.212, 3.572, -3.330], [-0.037, 2.598, -2.349], [0.351, 2.913, -1.006], [0.321, 2.121, 0.019], [0.615, 2.805, 1.190], [0.272, 2.233, 2.278], [-0.247, 0.999, 2.278], [0.482, 2.909, 3.566], [1.015, 4.200, 3.594], [1.223, 4.836, 4.803], [0.901, 4.194, 5.991], [0.370, 2.913, 5.966], [0.160, 2.269, 4.758], [-1.629, 0.340, -4.313], [-1.161, 2.055, -6.002], [0.031, 4.143, -5.382], [0.721, 4.481, -3.034], [0.662, 3.941, -0.818], [1.264, 4.687, 2.662], [1.637, 5.835, 4.820], [1.063, 4.694, 6.936], [0.117, 2.412, 6.890], [-0.254, 1.272, 4.744], [2.581, 0.319, -4.361], [1.984, -0.234, -3.276], [2.524, 0.393, -1.742], [1.130, -1.188, -3.474], [0.610, -1.680, -2.315], [-0.222, -2.635, -2.308], [-0.717, -3.346, -3.514], [-0.136, -4.539, -3.926], [-0.620, -5.195, -5.046], [-1.690, -4.669, -5.752], [-2.279, -3.485, -5.335], [-1.793, -2.825, -4.220], [-0.696, -3.007, -0.976], [-1.486, -4.118, -0.816], [-1.800, -4.547, 0.474], [-1.245, -3.878, 1.533], [-0.524, -2.659, 1.379], [-0.305, -2.270, 0.116], [3.045, 1.203, -4.263], [2.206, 0.061, -5.259], [0.698, -4.947, -3.372], [-0.160, -6.120, -5.367], [-2.070, -5.185, -6.624], [-3.120, -3.077, -5.879], [-2.254, -1.910, -3.874], [-1.828, -4.660, -1.685], [-2.436, -5.416, 0.609], [-1.412, -4.248, 2.538], [-1.263, -0.816, 2.318], [2.841, -2.792, 1.955], [3.456, -1.781, 1.015], [3.024, -0.473, 1.392], [4.040, 0.523, 1.329], [3.812, 1.570, 2.396], [3.094, -3.804, 1.639], [1.755, -2.702, 1.977], [3.215, -2.639, 2.968], [3.178, -1.973, -0.030], [4.550, -1.828, 1.073], [4.064, 0.981, 0.332], [5.013, 0.043, 1.485], [2.862, 2.075, 2.249], [4.597, 2.325, 2.347], [3.821, 1.121, 3.388], [-2.380, -0.843, 4.576], [-2.614, 0.288, 3.737], [-1.873, 0.463, 2.314], [-2.600, 0.010, 0.931], [-3.812, 0.493, 0.365], [-2.459, 1.998, 2.320], [-2.409, 2.881, 1.214], [-3.349, -1.256, 4.854], [-1.864, -0.503, 5.475], [-1.791, -1.601, 4.060], [-4.421, -0.377, 0.120], [-3.590, 1.048, -0.547], [-4.347, 1.125, 1.074], [-2.001, 2.404, 0.316], [-1.787, 3.742, 1.475], [-3.424, 3.227, 1.004]], "homo_energy_ha": -0.252, "orbital_gap_ha": 0.2422, "relative_energy_kcal_mol": 85.92, "charge": 0}

---

3.
{"formula": "C34H40IrN5", "method": "ωB97M-V/def2-TZVPD", "elements": ["Ir", "C", "C", "C", "C", "N", "C", "C", "C", "C", "C", "C", "N", "H", "H", "H", "H", "H", "H", "H", "H", "C", "C", "C", "C", "C", "C", "C", "N", "C", "C", "C", "C", "C", "C", "C", "N", "C", "C", "C", "C", "H", "H", "H", "H", "H", "H", "H", "H", "H", "H", "H", "H", "H", "H", "H", "H", "H", "H", "H", "H", "H", "H", "H", "H", "C", "C", "C", "C", "C", "C", "N", "H", "H", "H", "H", "H", "H", "H", "H"], "coordinates": [[-1.287, -1.231, 0.577], [-4.475, -0.131, 3.399], [-4.567, -1.262, 4.187], [-3.778, -2.351, 3.859], [-2.915, -2.277, 2.780], [-2.821, -1.170, 2.008], [-3.597, -0.131, 2.334], [-2.121, -3.432, 2.330], [-2.113, -4.656, 2.978], [-1.465, -5.733, 2.396], [-0.885, -5.564, 1.149], [-0.895, -4.307, 0.584], [-1.448, -3.241, 1.176], [-5.065, 0.752, 3.596], [-5.241, -1.305, 5.031], [-3.844, -3.257, 4.441], [-3.510, 0.753, 1.732], [-2.617, -4.779, 3.923], [-1.447, -6.694, 2.892], [-0.419, -6.382, 0.620], [-0.489, -4.157, -0.404], [4.891, 0.604, -2.057], [4.160, -0.569, -2.728], [3.818, -0.205, -4.182], [5.071, -1.796, -2.719], [2.864, -0.826, -1.983], [2.530, -2.046, -1.410], [1.335, -2.193, -0.737], [0.429, -1.220, -0.600], [0.736, -0.024, -1.158], [1.913, 0.186, -1.842], [-0.325, 0.994, -1.065], [-0.232, 2.251, -1.621], [-1.331, 3.113, -1.652], [-2.522, 2.595, -1.150], [-2.537, 1.350, -0.564], [-1.455, 0.570, -0.454], [-1.211, 4.494, -2.268], [-0.031, 5.237, -1.625], [-2.485, 5.315, -2.067], [-0.956, 4.316, -3.775], [5.826, 0.793, -2.584], [5.130, 0.381, -1.016], [4.308, 1.525, -2.085], [4.740, -0.049, -4.742], [3.234, 0.714, -4.247], [3.257, -1.004, -4.671], [5.993, -1.561, -3.249], [4.614, -2.648, -3.226], [5.345, -2.093, -1.705], [3.193, -2.896, -1.461], [1.121, -3.133, -0.262], [2.100, 1.153, -2.282], [0.702, 2.566, -2.061], [-3.444, 3.155, -1.189], [-3.471, 0.939, -0.212], [-0.176, 5.361, -0.551], [0.052, 6.228, -2.070], [0.921, 4.730, -1.787], [-2.726, 5.439, -1.009], [-3.343, 4.873, -2.576], [-2.339, 6.308, -2.489], [-0.016, 3.796, -3.968], [-0.897, 5.296, -4.248], [-1.762, 3.757, -4.252], [1.192, -2.869, 2.397], [0.870, -1.434, 2.664], [1.482, -0.702, 3.644], [0.903, 0.579, 3.655], [-0.049, 0.630, 2.673], [-0.787, 1.889, 2.356], [-0.089, -0.627, 2.050], [1.998, -3.146, 3.073], [1.555, -3.063, 1.386], [0.366, -3.547, 2.609], [2.261, -1.077, 4.287], [1.156, 1.407, 4.297], [-0.508, 2.616, 3.117], [-1.870, 1.803, 2.399], [-0.507, 2.323, 1.400]], "homo_energy_ha": -0.456, "orbital_gap_ha": 0.1978, "charge": 2}

---

4.
{"formula": "C34H40LaN11O2S3", "method": "ωB97M-V/def2-TZVPD", "elements": ["La", "C", "C", "N", "C", "S", "N", "N", "C", "C", "C", "C", "C", "C", "C", "N", "H", "H", "H", "H", "H", "H", "H", "H", "H", "H", "H", "H", "H", "N", "C", "S", "N", "N", "C", "C", "C", "C", "C", "C", "C", "O", "H", "H", "H", "H", "H", "H", "H", "C", "C", "C", "N", "C", "S", "N", "C", "O", "C", "C", "C", "C", "C", "C", "H", "H", "H", "H", "H", "H", "H", "H", "H", "H", "H", "H", "H", "H", "N", "C", "C", "C", "C", "C", "N", "H", "H", "H", "H", "H", "H"], "coordinates": [[0.570, 1.430, 0.683], [-0.165, -0.086, -5.160], [-0.434, -1.368, -4.371], [-1.081, -1.106, -3.108], [-0.436, -0.609, -2.032], [-1.455, -0.039, -0.770], [0.874, -0.662, -2.055], [1.560, -0.265, -0.968], [2.850, -0.425, -1.010], [3.550, -0.970, -2.223], [3.605, -0.125, 0.195], [4.897, -0.637, 0.377], [5.550, -0.422, 1.571], [4.915, 0.310, 2.564], [3.645, 0.796, 2.304], [3.001, 0.592, 1.163], [0.203, -0.333, -6.151], [0.580, 0.517, -4.647], [-1.072, 0.504, -5.260], [0.513, -1.870, -4.162], [-1.076, -2.040, -4.948], [-2.082, -0.977, -3.100], [2.901, -0.810, -3.078], [3.723, -2.042, -2.126], [4.498, -0.465, -2.384], [5.361, -1.218, -0.403], [6.535, -0.834, 1.738], [5.387, 0.493, 3.516], [3.111, 1.357, 3.064], [0.725, 3.845, 4.897], [0.959, 3.229, 3.704], [0.244, 1.656, 3.550], [1.714, 3.845, 2.856], [1.830, 3.384, 1.576], [2.907, 3.759, 0.965], [3.214, 3.489, -0.408], [4.494, 3.820, -0.873], [4.876, 3.614, -2.179], [3.957, 3.074, -3.077], [2.691, 2.745, -2.661], [2.264, 2.929, -1.325], [1.051, 2.630, -0.999], [0.417, 3.256, 5.651], [1.302, 4.638, 5.128], [3.650, 4.334, 1.529], [5.200, 4.253, -0.175], [5.876, 3.873, -2.500], [4.234, 2.907, -4.108], [1.965, 2.339, -3.349], [-0.865, -6.673, -1.022], [-0.414, -5.270, -0.646], [-0.681, -4.979, 0.834], [0.044, -3.807, 1.264], [-0.315, -2.554, 1.533], [0.881, -1.512, 2.061], [-1.613, -2.111, 1.552], [-2.687, -2.412, 0.714], [-2.630, -3.165, -0.225], [-3.945, -1.772, 1.188], [-4.890, -1.315, 0.276], [-6.092, -0.793, 0.722], [-6.366, -0.748, 2.079], [-5.434, -1.214, 2.992], [-4.226, -1.724, 2.552], [-0.711, -6.853, -2.083], [-1.920, -6.803, -0.799], [-0.299, -7.416, -0.463], [-0.940, -4.530, -1.248], [0.658, -5.168, -0.834], [-0.326, -5.819, 1.440], [-1.747, -4.852, 1.011], [1.050, -3.919, 1.294], [-1.690, -1.197, 1.997], [-4.668, -1.368, -0.778], [-6.821, -0.425, 0.015], [-7.310, -0.360, 2.428], [-5.650, -1.181, 4.049], [-3.510, -2.113, 3.262], [-2.638, 1.206, 2.216], [-2.847, 2.140, 1.241], [-4.134, 2.401, 0.745], [-4.279, 3.299, -0.286], [-3.147, 3.931, -0.792], [-1.919, 3.633, -0.239], [-1.756, 2.753, 0.752], [-3.460, 0.868, 2.693], [-1.822, 1.372, 2.813], [-4.982, 1.878, 1.161], [-5.258, 3.513, -0.689], [-3.224, 4.630, -1.607], [-1.016, 4.114, -0.599]], "homo_energy_ha": -0.262, "orbital_gap_ha": 0.2626, "relative_energy_kcal_mol": 12.54, "charge": 0}

---

5.
{"formula": "C34H40LaN11O2S3", "method": "ωB97M-V/def2-TZVPD", "elements": ["La", "C", "C", "N", "C", "S", "N", "N", "C", "C", "C", "C", "C", "C", "C", "N", "H", "H", "H", "H", "H", "H", "H", "H", "H", "H", "H", "H", "H", "N", "C", "S", "N", "N", "C", "C", "C", "C", "C", "C", "C", "O", "H", "H", "H", "H", "H", "H", "H", "C", "C", "C", "N", "C", "S", "N", "C", "O", "C", "C", "C", "C", "C", "C", "H", "H", "H", "H", "H", "H", "H", "H", "H", "H", "H", "H", "H", "H", "N", "C", "C", "C", "C", "C", "N", "H", "H", "H", "H", "H", "H"], "coordinates": [[0.113, -0.093, -0.149], [-4.300, -2.849, 3.794], [-4.614, -1.844, 2.692], [-3.833, -0.620, 2.792], [-2.609, -0.391, 2.273], [-1.834, -1.662, 1.387], [-2.182, 0.847, 2.517], [-0.997, 1.203, 1.968], [-0.581, 2.387, 2.292], [-1.324, 3.281, 3.240], [0.731, 2.835, 1.763], [1.255, 4.069, 2.130], [2.494, 4.458, 1.648], [3.193, 3.604, 0.814], [2.609, 2.394, 0.493], [1.413, 2.013, 0.950], [-4.935, -3.734, 3.697], [-4.467, -2.408, 4.779], [-3.257, -3.163, 3.723], [-5.663, -1.552, 2.726], [-4.424, -2.297, 1.722], [-4.261, 0.194, 3.203], [-2.293, 2.852, 3.455], [-1.460, 4.278, 2.813], [-0.771, 3.389, 4.179], [0.697, 4.719, 2.787], [2.909, 5.418, 1.927], [4.163, 3.863, 0.410], [3.116, 1.700, -0.169], [4.161, -1.072, -2.258], [2.865, -0.645, -2.133], [1.680, -1.879, -1.795], [2.672, 0.630, -2.330], [1.398, 1.100, -2.021], [1.109, 2.216, -2.570], [-0.088, 3.023, -2.305], [-0.117, 4.311, -2.856], [-1.164, 5.183, -2.638], [-2.226, 4.764, -1.832], [-2.232, 3.496, -1.284], [-1.182, 2.592, -1.520], [-1.252, 1.374, -1.032], [4.281, -2.055, -2.420], [4.794, -0.447, -2.731], [1.837, 2.634, -3.266], [0.723, 4.623, -3.471], [-1.159, 6.171, -3.080], [-3.050, 5.438, -1.630], [-3.048, 3.155, -0.652], [-2.912, 2.685, -5.000], [-2.963, 1.204, -5.376], [-2.315, 0.284, -4.348], [-3.172, 0.212, -3.164], [-3.004, -0.646, -2.163], [-1.819, -1.844, -2.152], [-3.812, -0.496, -1.049], [-4.884, 0.361, -0.788], [-5.141, 0.669, 0.353], [-5.748, 0.836, -1.918], [-6.175, 2.157, -1.914], [-7.020, 2.616, -2.916], [-7.460, 1.743, -3.903], [-7.053, 0.412, -3.892], [-6.191, -0.040, -2.905], [-3.396, 3.300, -5.763], [-1.878, 3.019, -4.901], [-3.411, 2.896, -4.047], [-2.449, 1.052, -6.327], [-4.001, 0.888, -5.521], [-1.321, 0.636, -4.060], [-2.196, -0.720, -4.743], [-3.720, 1.038, -2.976], [-3.423, -0.957, -0.230], [-5.837, 2.818, -1.124], [-7.342, 3.650, -2.921], [-8.127, 2.097, -4.680], [-7.407, -0.272, -4.654], [-5.860, -1.073, -2.898], [1.517, -0.006, 3.472], [1.975, -1.224, 3.032], [2.850, -1.969, 3.837], [3.268, -3.200, 3.400], [2.809, -3.678, 2.174], [1.980, -2.865, 1.439], [1.577, -1.639, 1.823], [1.580, 0.165, 4.459], [0.674, 0.338, 3.038], [3.166, -1.569, 4.792], [3.938, -3.795, 4.008], [3.092, -4.651, 1.797], [1.619, -3.198, 0.479]], "homo_energy_ha": -0.271, "orbital_gap_ha": 0.2683, "relative_energy_kcal_mol": 0.00, "charge": 0}